1.
The following is a quantum chemistry calculation of 3 unconnected molecules or ions with the total composition C5H16N2O in a non-equilibrium geometry, from OMol25.

Computed properties:
HOMO-LUMO gap, eV: 3.9
DFT total energy, eV: -10464.8834
Energy relative to the best compared isomer or geometry (same formula, charge and spin), kcal per mole: 176.1

Each line ends with the Löwdin charge.
CARTESIAN COORDINATES (ANGSTROEM)
C -2.524199 1.016356 -0.142363  -0.029
C -1.230465 0.184903 -0.084674  -0.535
C -0.380327 0.437520 1.179252  -0.159
C 1.048695 -0.153401 1.122281  -0.214
C 2.049297 0.874071 0.635743  -0.324
N 1.642142 1.367880 -0.642490  0.071
N -1.377068 -1.164620 -0.436418  0.168
H -3.272588 0.791890 0.617767  0.079
H -2.197510 2.057664 -0.065133  0.087
H -2.962026 0.897687 -1.133700  0.081
H -0.625276 0.614153 -0.882145  0.100
H -0.268152 1.510188 1.350733  0.105
H -1.004816 0.038601 1.990037  0.114
H 0.985461 -0.990965 0.407842  0.082
H 1.451408 -0.591216 2.039099  0.109
H 2.158481 1.667469 1.393251  0.128
H 3.017894 0.352391 0.506078  0.143
H 2.226035 2.164446 -0.918770  0.055
H -0.446872 -3.855582 -0.557017  0.028
H -1.858865 -1.682741 0.304440  0.053
H 0.098112 -3.370760 -0.444876  0.009
H 0.577356 -1.255774 -2.076608  -0.016
H 1.472156 -0.032121 -1.825862  -0.027
O 1.421136 -0.878045 -2.336468  -0.107

Cartesian forces, eV/Å:
C -0.163 0.373 -0.206
C 1.702 -0.239 -1.348
C -0.285 -0.032 1.496
C -0.285 -0.542 -0.424
C -1.083 -0.268 -0.896
N 0.293 -0.157 0.160
N -0.570 0.661 -0.073
H 0.162 -0.136 0.096
H -0.140 -0.049 0.161
H -0.079 -0.095 0.134
H 0.013 0.239 -0.391
H -0.389 0.063 -0.011
H 0.472 -0.016 0.315
H 0.269 0.088 0.017
H -0.519 0.158 0.251
H 0.232 0.020 -0.014
H 0.210 0.278 0.179
H -0.144 -0.058 0.203
H -0.060 -0.165 -0.010
H 0.355 -0.064 0.392
H 0.116 0.043 0.017
H -0.266 -0.105 0.063
H -0.070 -0.374 -0.278
O 0.229 0.378 0.168

2.
The following is a quantum chemistry calculation of 3 unconnected molecules or ions with the total composition C5H16N2O in a non-equilibrium geometry, from OMol25.

Computed properties:
HOMO-LUMO gap, eV: 8.1
DFT total energy, eV: -10466.5446
Energy relative to the best compared isomer or geometry (same formula, charge and spin), kcal per mole: 137.8

Each line ends with the Löwdin charge.
CARTESIAN COORDINATES (ANGSTROEM)
C 1.804765 0.290670 -0.416411  -0.065
N 0.348211 0.608628 -0.415352  -0.260
C 0.170448 2.067719 -0.105263  -0.075
C 0.317280 -0.285327 2.041338  -0.058
C -0.227606 -0.236475 0.640663  -0.505
C -0.361961 -1.610931 0.115621  -0.438
N -1.691555 -2.044256 0.458360  0.096
H 1.820072 -0.791586 -0.536762  0.076
H 2.254548 0.490723 0.560500  0.081
H 2.347684 0.768810 -1.248928  0.100
H 0.624781 2.410926 0.860481  0.089
H -0.918962 2.214314 -0.057079  0.087
H 0.544334 2.715926 -0.913628  0.090
H 1.275960 -0.802027 2.166614  0.079
H -0.466288 -0.865132 2.595003  0.101
H 0.358426 0.737808 2.441781  0.076
H -1.301493 0.075106 0.648218  0.112
H -0.272397 -1.492795 -0.953901  0.077
H 0.463296 -2.287576 0.420591  0.129
H -1.925541 -0.682001 -0.866046  0.282
H -1.943943 -2.902287 -0.065828  0.043
H -1.794343 0.375474 -2.728621  0.011
H -0.477204 0.424898 -1.960976  -0.061
O -0.948511 0.819392 -2.680374  -0.069

Cartesian forces, eV/Å:
C -0.682 -0.346 -0.542
N 2.401 1.385 1.627
C -0.617 -0.392 0.071
C -0.739 0.477 0.883
C -1.163 0.888 -0.226
C 1.359 -1.181 -1.146
N -1.459 1.549 -2.798
H 0.556 -0.056 -0.265
H 0.175 0.355 -0.185
H -0.300 -0.092 0.462
H -0.202 -0.495 -0.663
H 0.332 0.207 0.086
H 0.009 -0.542 0.189
H -0.168 0.231 -0.171
H 0.797 0.544 -0.147
H 0.153 -0.406 0.301
H 0.833 0.257 0.617
H 0.680 -0.700 -0.370
H -0.526 0.061 0.462
H -1.279 -2.609 2.422
H 0.196 0.615 0.033
H -0.287 -0.090 -0.198
H 0.907 -0.299 1.333
O -0.976 0.639 -1.774

3.
The following is a quantum chemistry calculation of 2 unconnected molecules or ions with the total composition C5H16N2O in a non-equilibrium geometry, from OMol25.

Computed properties:
HOMO-LUMO gap, eV: 9.4
SMILES string: CCC[C@@H](N)CN.O
DFT total energy, eV: -10470.2794
Energy relative to the best compared isomer or geometry (same formula, charge and spin), kcal per mole: 51.7

Each line ends with the Löwdin charge.
CARTESIAN COORDINATES (ANGSTROEM)
C 1.981468 -0.438956 2.068320  -0.082
C 1.813294 0.627075 0.931011  -0.256
C 1.008199 0.063298 -0.211357  -0.206
C -0.362849 0.698228 -0.365614  -0.386
N -0.245378 2.105174 -0.894668  0.018
C -1.229524 0.121701 -1.475628  -0.242
N -2.556311 -0.120447 -0.898027  -0.011
H 1.024351 -0.953820 2.287412  0.078
H 2.684626 -1.205648 1.528181  0.113
H 2.409846 0.044016 2.880701  0.030
H 1.282568 1.583974 1.198613  0.110
H 2.789395 1.008835 0.622838  0.101
H 0.816893 -1.001414 -0.155871  0.085
H 1.487193 0.210965 -1.127568  0.101
H -0.911440 0.774476 0.563934  0.133
H -1.054710 2.736977 -0.607379  0.110
H 0.626377 2.448762 -0.640508  0.017
H -1.415019 0.693477 -2.389809  0.094
H -0.860291 -1.007068 -1.882788  0.159
H -3.067876 0.648888 -0.526911  0.059
H -3.134664 -0.778364 -1.263729  0.017
O -1.113103 -2.654665 0.446337  -0.024
H -0.595662 -2.144961 -0.161924  -0.029
H -1.377382 -3.460504 0.074436  0.009

Cartesian forces, eV/Å:
C -0.064 -0.980 -3.795
C -0.688 0.592 0.904
C -1.324 0.084 0.204
C -0.225 2.298 -2.048
N -1.987 0.118 0.377
C -1.643 -4.489 -0.540
N 1.661 1.076 1.530
H 0.577 0.422 0.053
H -1.102 1.104 1.622
H 0.906 0.272 1.787
H 0.372 -0.945 0.555
H 0.103 -0.414 -0.096
H 0.437 -0.324 0.382
H 0.931 0.204 -1.689
H -0.123 -0.737 0.312
H 1.863 -1.180 -0.286
H 1.506 1.466 0.703
H 1.233 0.320 0.297
H -0.688 2.827 1.087
H -0.002 0.612 -0.007
H -1.641 -2.085 -1.467
O 0.145 1.313 1.915
H 0.100 0.035 -0.693
H -0.348 -1.589 -1.108

4.
The following is a quantum chemistry calculation of 3 unconnected molecules or ions with the total composition C5H16N2O2 in a non-equilibrium geometry, from OMol25.

Computed properties:
HOMO-LUMO gap, eV: 9.4
SMILES string: CC(=O)O.CCN.CN
DFT total energy, eV: -12518.4433
Energy relative to the best compared isomer or geometry (same formula, charge and spin), kcal per mole: 45.3

Each line ends with the Löwdin charge.
CARTESIAN COORDINATES (ANGSTROEM)
C -1.943581 1.597699 0.363179  0.006
C -1.732526 0.431851 -0.574115  -0.652
O -0.888822 0.504600 -1.514269  -0.068
O -2.903821 -0.228898 -0.811480  0.052
H -2.441540 2.388559 -0.194260  0.094
H -2.572828 1.299473 1.198418  0.082
H -0.979642 1.971838 0.702718  0.068
H -2.793209 -0.737893 -1.627357  0.118
C 2.613471 -0.437770 -0.343250  -0.116
C 1.656480 0.758276 -0.335350  -0.382
N 1.632323 1.516520 0.921655  -0.028
H 2.643966 -0.897345 -1.330544  0.068
H 3.633507 -0.146929 -0.075216  0.065
H 2.294600 -1.197209 0.374858  0.053
H 0.531301 0.628791 -0.872270  0.102
H 2.008917 1.466087 -1.093357  0.103
H 1.391171 0.904987 1.697642  0.051
H 2.549805 1.896535 1.134601  0.061
C -0.732902 -2.166995 0.032532  -0.111
N -0.804702 -0.839115 0.637221  -0.013
H -1.722991 -2.621112 0.023457  0.081
H -0.029377 -2.822291 0.556291  0.079
H -0.390508 -2.039692 -0.994766  0.086
H -1.171307 -0.874652 1.581948  0.120
H 0.152214 -0.355317 0.541713  0.081

Cartesian forces, eV/Å:
C 0.190 -0.469 0.204
C 0.471 0.943 -2.114
O -1.749 -0.365 0.636
O -0.142 -0.296 0.297
H -0.052 -0.043 -0.086
H -0.027 0.104 0.103
H 0.021 -0.023 0.054
H 0.164 0.155 0.028
C -0.454 0.066 0.020
C -1.020 0.623 -1.701
N -0.339 -0.245 0.127
H -0.004 -0.083 -0.052
H -0.070 0.070 0.013
H 0.031 -0.144 0.049
H 2.816 -0.106 1.798
H 0.262 0.054 0.055
H 0.087 0.119 0.059
H -0.064 -0.083 -0.031
C 0.116 0.099 0.003
N 1.558 0.515 -0.007
H 0.018 -0.015 0.028
H -0.124 -0.001 -0.084
H -0.027 -0.037 -0.024
H 0.322 0.145 0.021
H -1.985 -0.981 0.604

5.
The following is a quantum chemistry calculation of 3 unconnected molecules or ions with the total composition C5H16N2O2, from OMol25.

Computed properties:
HOMO-LUMO gap, eV: 10.1
SMILES string: CC(C)(N)O.NC=O.C
DFT total energy, eV: -12520.4086
Energy relative to the best compared isomer or geometry (same formula, charge and spin), kcal per mole: 0.0

Each line ends with the Löwdin charge.
CARTESIAN COORDINATES (ANGSTROEM)
C 0.824824 -0.868170 -2.675175  -0.030
C 0.482329 -0.815452 -1.174350  -0.700
C 1.716299 -1.131684 -0.330111  -0.020
N -0.571590 -1.757789 -0.807407  0.072
O -0.003748 0.475631 -0.887554  -0.054
H 1.156547 -1.865114 -2.957562  0.077
H -0.053879 -0.603809 -3.260132  0.078
H 1.613188 -0.154137 -2.897010  0.080
H 2.480924 -0.376411 -0.493447  0.091
H 2.120048 -2.106358 -0.592785  0.083
H 1.439895 -1.137223 0.721219  0.083
H -0.278254 -2.708734 -0.994567  0.080
H -1.406477 -1.566857 -1.351012  0.084
H 0.504472 0.842149 -0.141557  0.034
N -1.095556 2.635450 0.733315  0.150
C 0.017913 2.622627 1.470387  -0.409
O 0.993429 1.941481 1.231746  -0.005
H -1.897443 3.187113 0.990312  0.107
H -1.160524 1.990112 -0.041992  0.089
H -0.010867 3.314723 2.325565  0.133
C -1.373503 -0.380853 2.223604  -0.043
H -1.205480 -0.654619 1.193820  -0.018
H -1.609951 -1.269989 2.791741  0.017
H -2.201600 0.313179 2.290618  0.012
H -0.480995 0.074734 2.632333  0.012

Cartesian forces, eV/Å:
C -0.119 0.133 0.459
C 0.252 -0.443 -0.386
C -0.285 0.134 -0.099
N -0.019 -0.056 0.021
O 0.064 0.223 -0.084
H 0.015 -0.088 -0.035
H -0.081 0.008 -0.051
H 0.104 0.074 -0.073
H 0.110 0.035 -0.031
H 0.054 -0.098 -0.028
H 0.002 0.005 0.113
H -0.053 -0.031 -0.056
H 0.037 -0.053 -0.049
H 0.066 0.092 0.094
N -0.401 0.058 -0.247
C -0.165 0.512 0.299
O 0.425 -0.326 -0.054
H 0.183 -0.077 0.030
H -0.135 -0.045 -0.078
H 0.028 -0.022 0.037
C -0.074 0.002 0.152
H 0.051 -0.077 -0.230
H -0.067 -0.225 0.155
H -0.176 0.161 0.053
H 0.183 0.104 0.090

6.
The following is a quantum chemistry calculation of 3 unconnected molecules or ions with the total composition C5H16N2O3 in a non-equilibrium geometry, from OMol25.

Computed properties:
HOMO-LUMO gap, eV: 8.5
SMILES string: N/C=C/C[C@@H](N)CO.O.O
DFT total energy, eV: -14565.1878
Energy relative to the best compared isomer or geometry (same formula, charge and spin), kcal per mole: 74.0

Each line ends with the Löwdin charge.
CARTESIAN COORDINATES (ANGSTROEM)
N 1.420155 2.742002 1.545622  0.036
C 0.940694 1.410544 1.340205  -0.237
C 0.145464 0.696908 2.136465  -0.104
C 0.256029 -0.771854 1.702694  -0.182
C -0.743712 -1.245835 0.610666  -0.329
N -0.742474 -0.136934 -0.383562  0.012
C -0.271017 -2.385936 -0.296433  -0.258
O -0.385087 -3.724588 0.141367  -0.070
H 1.696981 3.139348 0.655089  0.067
H 0.793588 3.380122 2.021105  0.073
H 1.446211 1.074157 0.456161  0.107
H -0.444982 1.140606 2.936655  0.100
H 1.286505 -0.923976 1.351243  0.105
H 0.133778 -1.440164 2.569460  0.107
H -1.703700 -1.477879 1.107114  0.140
H -1.190741 0.729518 -0.198598  0.047
H -1.098466 -0.556785 -1.238058  0.048
H 0.796638 -2.309412 -0.550663  0.120
H -0.684920 -2.463676 -1.369361  0.144
H 0.336922 -3.939988 0.735169  0.082
O 0.517094 0.161043 -3.248107  -0.078
H -0.329086 0.566688 -2.999408  -0.007
H 0.706199 -0.456388 -2.534737  0.009
O -0.839905 2.038624 -1.934425  -0.039
H -0.279219 2.509256 -2.526096  0.047
H -1.762944 2.244602 -2.029563  0.059

Cartesian forces, eV/Å:
N -0.779 -0.328 -0.462
C 0.752 2.765 1.082
C 0.775 -0.816 -1.606
C -0.661 -1.153 0.968
C 0.275 1.638 -0.709
N -0.131 -2.123 -0.554
C 1.221 -1.553 -1.595
O -0.732 -0.425 0.732
H -0.010 0.141 0.243
H 0.036 -0.140 0.105
H -0.029 -1.017 -0.015
H 0.228 -0.457 -0.037
H -0.384 -0.049 -0.036
H 0.110 0.145 -0.062
H 0.101 0.030 -0.483
H -0.269 0.351 0.577
H -0.260 0.708 0.058
H 0.051 0.934 0.326
H -0.300 0.766 1.735
H 0.018 0.079 0.098
O -0.079 -0.227 -0.476
H 0.470 -0.180 0.164
H 0.008 0.165 0.113
O -0.307 -0.773 1.139
H 0.230 0.853 -0.825
H -0.333 0.666 -0.479